(1)
Density functional theory data (the ωB97M-V functional and the def2-TZVPD basis) for C2H3F2NO2 in the gas phase at a distorted geometry.

Structure (ORCA input):
```
! wB97M-V def2-TZVPD RIJCOSX def2/J DEFGRID3
* xyz 0 1
C -0.013 0.492 -0.167
C 0.938 0.233 -1.245
F 1.615 1.341 -1.647
F 1.798 -0.767 -1.014
N 0.088 -0.321 -2.526
O -1.102 -0.151 -2.554
O 0.682 -0.953 -3.327
H 0.250 1.456 0.321
H -0.960 0.635 -0.728
H 0.097 -0.232 0.721
*
```

Computed properties:
SMILES string: CC(F)(F)[N+](=O)[O-]
frontier orbital gap: 11.724 eV
energy: -482.8650 hartree
relative energy (zero: lowest compared OMol25 entry of this formula, charge and spin): 43.7 kcal/mol
E_HOMO: -11.58 eV
E_LUMO: 0.005 Ha

(2)
Density functional theory data (the ωB97M-V functional and the def2-TZVPD basis) for a gas-phase ion, C2H3F2O3S (charge -1) at a distorted geometry.

Structure (ORCA input):
```
! wB97M-V def2-TZVPD RIJCOSX def2/J DEFGRID3
* xyz -1 1
O 1.547 -0.330 -2.262
S 2.093 -0.306 -0.927
O 3.317 0.457 -0.752
O 1.998 -1.583 -0.172
C 0.714 0.703 0.369
F 0.957 2.061 0.438
C -0.382 0.184 -0.287
F -1.651 0.489 0.346
H 0.877 0.247 1.343
H -0.526 0.635 -1.332
H -0.332 -0.846 -0.400
*
```

Computed properties:
SMILES string: O=S(=O)([O-])[C@@H](F)CF
frontier orbital gap: 9.291 eV
energy: -901.6871 hartree
relative energy (zero: lowest compared OMol25 entry of this formula, charge and spin): 14.5 kcal/mol
E_HOMO: -5.23 eV
E_LUMO: 0.149 Ha

(3)
Density functional theory data (the ωB97M-V functional and the def2-TZVPD basis) for C2H3F2P in the gas phase at a distorted geometry.

Structure (ORCA input):
```
! wB97M-V def2-TZVPD RIJCOSX def2/J DEFGRID3
* xyz 0 1
C 0.012 1.066 -0.024
C -0.365 -0.383 0.311
F -1.636 -0.724 -0.005
F -0.417 -0.408 1.688
P 1.150 -1.364 -0.188
H -0.198 1.339 -1.025
H 0.581 1.493 0.698
H 0.873 -1.020 -1.456
*
```

Computed properties:
frontier orbital gap (alpha / beta): 8.469 / 7.948 eV
energy: -618.9633 hartree
relative energy (zero: lowest compared OMol25 entry of this formula, charge and spin): 90.3 kcal/mol
E_HOMO (alpha / beta): -9.27 / -9.44 eV
E_LUMO (alpha / beta): -0.029 / -0.055 Ha

(4)
Density functional theory data (the ωB97M-V functional and the def2-TZVPD basis) for C2H3F3O in the gas phase.

Structure (ORCA input):
```
! wB97M-V def2-TZVPD RIJCOSX def2/J DEFGRID3
* xyz 0 1
O -0.316 1.397 0.534
C -0.493 0.242 -0.231
C 0.655 -0.711 0.093
F 1.849 -0.195 -0.200
F 0.535 -1.843 -0.624
F 0.677 -1.070 1.377
H -1.026 2.022 0.352
H -0.453 0.442 -1.311
H -1.428 -0.283 0.010
*
```

Computed properties:
SMILES string: OCC(F)(F)F
frontier orbital gap: 11.962 eV
energy: -452.8538 hartree
relative energy (zero: lowest compared OMol25 entry of this formula, charge and spin): 0.0 kcal/mol
E_HOMO: -11.35 eV
E_LUMO: 0.023 Ha